<w>
DFT (ωB97M-V with the def2-TZVPD basis set) results for a single C2H3N2P molecule.

Summary:
HOMO (spin up / spin down) = -8.06 / -8.04 eV
spin multiplicity = 1
net charge = 0
LUMO energy (spin up / spin down) = -1.344 / -1.355 eV

Positions of all 8 atoms, in Å:
C -0.25556 1.12615 0.93513
C -0.54291 1.48931 -0.29365
N 0.23156 -0.06048 1.28191
N 1.06885 -0.73078 0.57840
P -0.25533 0.42014 -1.57590
H -0.10126 -0.48381 2.07628
H 1.54450 -0.35445 -0.21755
H -1.31033 0.89854 -2.33852

---

<x>
DFT (ωB97M-V with the def2-TZVPD basis set) results for a 2-piece molecular cluster, C2H3N2P overall.

Summary:
HOMO = -9.04 eV
spin multiplicity = 1
net charge = 0
LUMO energy = -0.467 eV

Positions of all 8 atoms, in Å:
C -0.99361 0.31973 -0.04265
C 0.15021 1.18252 -0.01318
N -0.68106 -0.98832 -0.03786
N 0.61891 -1.09650 -0.06230
P 1.62717 0.17198 -0.03189
H -2.07165 0.65805 0.10655
H 0.20486 2.26429 -0.11020
H 1.14518 -2.51174 0.19154

---

Quick one: most stable of them? <x>

---

<w>
DFT (ωB97M-V with the def2-TZVPD basis set) results for a single CH5IN2O molecule.

Summary:
HOMO = -9.20 eV
structure (SMILES) = CNONI
spin multiplicity = 1
net charge = 0
LUMO energy = -0.713 eV

Positions of all 10 atoms, in Å:
C -1.16131 -0.01050 -0.74589
N -0.72777 0.80716 0.32684
O 0.26097 0.12083 1.25909
N 1.09121 -0.68026 0.60892
I 3.02903 0.32245 0.12874
H -1.17487 -0.96387 -0.24620
H -2.06717 0.35328 -1.08200
H -0.37319 -0.06714 -1.65430
H -0.11350 1.58301 0.10668
H 1.23659 -1.46496 1.29814

---

<x>
DFT (ωB97M-V with the def2-TZVPD basis set) results for CH5IN2O as an isolated structure.

Summary:
HOMO = -9.45 eV
spin multiplicity = 1
net charge = 0
LUMO energy = -0.049 eV

Positions of all 10 atoms, in Å:
C -0.72183 -1.69990 -0.00010
N -1.03357 -0.58853 -0.56103
N 0.98435 1.63466 -0.37203
O 1.39080 0.85395 0.75933
I -2.68129 0.33661 0.19509
H -1.14315 -2.14814 0.78095
H 0.06878 -2.40431 -0.34354
H -0.04626 1.65035 -0.23630
H 2.14775 1.28933 1.12095
H 1.03443 1.07599 -1.34330

---

Quick one: most stable of them? <x>

---

<w>
DFT (ωB97M-V with the def2-TZVPD basis set) results for a 2-piece molecular cluster, C9H14S overall.

Summary:
HOMO = -9.10 eV
structure (SMILES) = Cc1ccccc1.CCS
spin multiplicity = 1
net charge = 0
LUMO energy = 0.843 eV

Positions of all 24 atoms, in Å:
C 0.55791 1.42337 1.15444
C -0.85431 0.96707 0.87153
C -1.18978 0.18732 -0.23237
C -2.50964 -0.19065 -0.45950
C -3.47794 0.08464 0.49180
C -3.13945 0.74741 1.65835
C -1.84755 1.22971 1.81397
H 0.55815 2.46462 1.48570
H 1.22317 1.32928 0.30035
H 1.01766 0.83896 1.95871
H -0.39780 -0.09940 -0.90808
H -2.76207 -0.74897 -1.35229
H -4.48702 -0.25406 0.29131
H -3.86881 0.90986 2.43729
H -1.62775 1.91348 2.63123
C 2.06639 -1.30247 -0.55134
C 3.19462 -1.45079 -1.54783
S 2.71164 -1.09010 -3.24333
H 1.28737 -2.01972 -0.81538
H 1.54865 -0.34989 -0.60537
H 2.28721 -1.37071 0.51860
H 4.05033 -0.85029 -1.24947
H 3.43052 -2.51776 -1.56993
H 2.22853 0.14910 -3.07840

---

<x>
DFT (ωB97M-V with the def2-TZVPD basis set) results for a 2-piece molecular cluster, C9H14S overall.

Summary:
HOMO = -8.39 eV
structure (SMILES) = Cc1ccccc1.CSC
spin multiplicity = 1
net charge = 0
LUMO energy = 0.953 eV

Positions of all 24 atoms, in Å:
C 2.19195 2.16815 1.36496
C 2.19200 1.26431 0.16789
C 1.86272 1.76468 -1.06065
C 1.74538 0.78246 -2.07189
C 1.56874 -0.53363 -1.80915
C 1.88898 -1.08863 -0.56764
C 2.20258 -0.16657 0.38768
H 2.72949 1.69752 2.22510
H 1.36828 2.26517 1.92393
H 2.81247 3.02605 1.08034
H 1.73528 2.81061 -1.34656
H 1.79459 1.07392 -3.08727
H 1.34262 -1.16784 -2.66157
H 1.84449 -2.15012 -0.57073
H 2.20047 -0.51328 1.47293
C -2.00310 -1.74927 1.09503
S -2.76365 -1.06792 -0.39629
C -4.53731 -0.74294 -0.17563
H -2.29753 -2.81029 1.30027
H -0.88083 -1.72481 0.95176
H -2.16027 -1.26375 2.07362
H -4.93922 -1.12440 0.84641
H -5.09079 -1.07915 -1.03070
H -4.80731 0.32973 -0.11185

---

Quick one: most stable of them? <w>